A 25-piece molecular cluster, C50H150O25 overall at a distorted geometry. Source: the Open Molecules 2025 dataset; level of theory: the ωB97M-V functional and the def2-TZVPD basis.

Output
HOMO ... -9.241 eV
Electronic energy ... -3875.8037 a.u.
ΔE to the lowest compared entry with this formula, charge and spin ... 129.2 kJ/mol

Cartesian coordinates (Å):
C  2.965505  -1.858686  -2.338549
C  3.520210  -2.494374  -1.104004
O  4.456544  -3.485441  -1.561638
H  2.534903  -2.596027  -3.006320
H  3.826151  -1.468228  -2.886535
H  2.245582  -1.055641  -2.153843
H  2.737745  -2.978332  -0.501692
H  4.037465  -1.726224  -0.502550
H  4.756509  -4.010797  -0.811592
C  -2.544729  -6.349149  0.967742
C  -3.462378  -7.082441  1.943750
O  -4.483347  -6.215894  2.489085
H  -3.038068  -6.046121  0.044317
H  -1.778910  -7.090598  0.714587
H  -2.040725  -5.508103  1.431679
H  -2.867305  -7.366228  2.847976
H  -3.814967  -8.003617  1.478539
H  -4.879740  -5.570975  1.898511
C  -0.511931  0.020109  5.009879
C  -1.938286  0.186538  5.405834
O  -2.223907  1.636818  5.538305
H  -0.293242  -1.028485  4.821637
H  0.094813  0.361149  5.852445
H  -0.270805  0.547270  4.097796
H  -2.148974  -0.388942  6.299075
H  -2.673483  -0.202673  4.696359
H  -2.045661  1.976802  6.423595
C  -5.500671  3.822485  0.829533
C  -4.318089  2.901107  0.713629
O  -4.430819  1.785984  1.587524
H  -5.383695  4.751627  0.290435
H  -5.764122  4.062048  1.858547
H  -6.402735  3.324050  0.455276
H  -3.423360  3.418753  1.056566
H  -4.123515  2.561048  -0.299752
H  -4.453515  2.177386  2.479180
C  4.197254  -4.151684  2.299795
C  5.508830  -4.770935  1.969186
O  5.409756  -5.168706  0.575351
H  4.086661  -3.964326  3.362713
H  3.445331  -4.900707  2.014545
H  4.022762  -3.212780  1.781994
H  5.606256  -5.674116  2.577200
H  6.361474  -4.107852  2.156173
H  6.265592  -5.532506  0.325238
C  4.478313  3.530059  3.522899
C  5.645101  3.133000  4.337397
O  6.728004  2.861614  3.342517
H  3.699337  3.795306  4.241402
H  4.118073  2.743936  2.867057
H  4.703745  4.426488  2.956298
H  5.501697  2.247589  4.953806
H  5.950982  4.013080  4.888704
H  7.631246  2.904733  3.656291
C  -4.011338  4.992323  4.740735
C  -4.745016  3.716661  5.053002
O  -4.357792  2.700676  4.169744
H  -4.197191  5.414402  3.754382
H  -2.969733  4.689292  4.846718
H  -4.163960  5.776941  5.490397
H  -5.834497  3.794201  4.916333
H  -4.587757  3.445081  6.104904
H  -3.552112  2.276040  4.508688
C  -7.001019  -0.318193  -2.005132
C  -5.997508  0.805677  -2.028919
O  -5.506870  0.888503  -3.392465
H  -7.736996  -0.124935  -2.798930
H  -7.598119  -0.384498  -1.101505
H  -6.469731  -1.254630  -2.212808
H  -5.164549  0.555970  -1.378045
H  -6.462919  1.753579  -1.787126
H  -4.899658  1.636559  -3.470032
C  2.171961  3.701382  -5.641149
C  3.096820  4.622194  -6.354835
O  4.466744  4.294848  -6.433072
H  2.453962  3.509714  -4.611953
H  2.210208  2.719198  -6.135699
H  1.148183  4.085573  -5.649732
H  3.083884  5.590215  -5.857254
H  2.694577  4.790699  -7.356195
H  4.614611  3.412747  -6.776597
C  -3.550307  -2.099947  -3.358960
C  -4.151403  -1.904075  -4.765463
O  -5.544353  -1.588956  -4.799670
H  -4.035243  -2.863743  -2.768730
H  -3.674316  -1.140972  -2.852899
H  -2.478344  -2.302804  -3.415355
H  -4.103448  -2.866586  -5.312774
H  -3.563864  -1.166914  -5.331865
H  -5.684571  -0.711422  -4.414174
C  3.218787  -0.389485  4.369175
C  3.486690  -1.433251  5.391926
O  2.422725  -2.427714  5.355041
H  3.055105  -0.854525  3.389665
H  4.043712  0.325643  4.291233
H  2.361249  0.183139  4.727331
H  3.551534  -0.996148  6.378582
H  4.403156  -1.958172  5.169217
H  2.661945  -3.204835  5.855604
C  2.894726  4.904556  -0.428838
C  1.452293  4.494386  -0.589016
O  0.829797  4.323457  -1.878390
H  3.032346  4.881995  0.661945
H  2.994593  5.953854  -0.680990
H  3.719144  4.319881  -0.828493
H  0.845774  5.173834  0.020371
H  1.331735  3.503247  -0.145341
H  0.954058  5.077091  -2.464389
C  -1.176257  -0.248682  -7.646431
C  -0.431081  0.831355  -6.878098
O  0.677537  0.361087  -6.099407
H  -0.599631  -0.862468  -8.340507
H  -1.972837  0.275429  -8.174523
H  -1.711057  -0.880525  -6.933141
H  -1.178847  1.430374  -6.333061
H  0.057322  1.486113  -7.589612
H  0.437079  -0.351495  -5.466363
C  -2.046600  1.438581  -3.352856
C  -2.263560  2.822289  -2.808357
O  -3.702434  3.056857  -3.022214
H  -0.962323  1.288551  -3.427810
H  -2.420714  1.411222  -4.374486
H  -2.458151  0.651242  -2.713352
H  -1.671399  3.591523  -3.302935
H  -2.058581  2.848843  -1.750881
H  -3.897201  3.976638  -2.789125
C  -3.205819  6.961717  1.538877
C  -2.358475  6.570028  0.384420
O  -1.694646  7.600930  -0.312375
H  -3.993104  7.657808  1.262875
H  -2.567817  7.417007  2.284378
H  -3.697179  6.085261  1.970009
H  -2.967933  6.038581  -0.352326
H  -1.617511  5.842370  0.751047
H  -1.358528  8.267776  0.296827
C  -0.598742  -5.160803  -2.055321
C  0.303447  -4.110974  -1.458156
O  -0.070469  -2.780186  -1.789834
H  -0.191944  -6.146920  -1.833877
H  -0.728366  -5.027603  -3.123515
H  -1.589540  -5.021208  -1.594530
H  1.309076  -4.237948  -1.828560
H  0.178464  -4.270413  -0.373667
H  0.071056  -2.267178  -0.964054
C  0.091924  -5.096974  3.522369
C  -0.243544  -3.617479  3.369031
O  0.850443  -2.769582  2.994329
H  0.958921  -5.117704  4.177812
H  0.337890  -5.602851  2.590244
H  -0.727613  -5.648606  3.990090
H  -0.747434  -3.240873  4.263947
H  -0.933197  -3.515744  2.522674
H  1.539793  -2.666527  3.664646
C  -3.183947  -2.896062  0.655473
C  -3.158708  -1.405312  0.807395
O  -4.414498  -1.052321  1.415666
H  -2.222740  -3.206258  0.276339
H  -4.015792  -3.172925  0.002488
H  -3.353238  -3.405668  1.604829
H  -3.020469  -0.933743  -0.178219
H  -2.343413  -1.144849  1.476390
H  -4.517809  -0.087175  1.462264
C  7.372823  -0.862057  3.331419
C  7.118012  -0.310722  1.971445
O  6.030432  0.601926  1.814418
H  8.238758  -1.516007  3.352565
H  6.539970  -1.513033  3.634893
H  7.509376  -0.014859  3.999528
H  6.900453  -1.148382  1.304239
H  8.019667  0.107139  1.532460
H  6.263244  1.441546  2.254028
C  -0.607546  -3.693080  -5.814513
C  0.565310  -3.015548  -5.220007
O  0.291963  -1.811686  -4.442388
H  -0.288663  -4.609604  -6.301947
H  -1.208734  -3.085319  -6.495255
H  -1.264273  -3.965475  -4.984939
H  1.251547  -2.658973  -5.989601
H  1.055588  -3.749907  -4.560826
H  0.090834  -2.041990  -3.520385
C  -3.933343  -2.894855  5.925871
C  -4.004476  -3.533121  4.576180
O  -3.356654  -4.801555  4.675109
H  -4.421766  -1.921328  5.977274
H  -2.886667  -2.764668  6.207518
H  -4.449167  -3.572482  6.609415
H  -3.433036  -2.946445  3.876389
H  -5.036364  -3.639256  4.218571
H  -3.694067  -5.328958  3.938066
C  4.084596  0.099824  -5.526995
C  3.888892  -0.805822  -6.690852
O  2.979790  -0.315318  -7.661060
H  4.827226  -0.339854  -4.843744
H  3.163091  0.173659  -4.943615
H  4.370191  1.112885  -5.818272
H  3.585470  -1.792197  -6.354039
H  4.801263  -0.959434  -7.262941
H  2.128207  -0.151859  -7.189075
C  3.780894  1.724463  -2.302943
C  4.497344  1.118456  -1.143673
O  5.135458  2.210200  -0.451939
H  3.227448  0.963051  -2.848988
H  4.473986  2.183555  -3.014374
H  3.063928  2.442099  -1.930069
H  5.231699  0.409757  -1.567106
H  3.897568  0.534801  -0.451642
H  5.593319  1.825485  0.314476
C  -0.813640  3.359020  2.392210
C  0.307385  3.238563  3.364172
O  -0.009860  3.401361  4.777021
H  -0.502125  3.243290  1.353784
H  -1.302350  4.336537  2.457150
H  -1.545876  2.586133  2.623784
H  1.059014  4.008268  3.181204
H  0.717900  2.234358  3.165777
H  -0.680458  2.767965  5.059944
C  -0.127927  0.548232  -0.698118
C  0.458606  0.014390  0.574463
O  0.201635  -1.404584  0.683459
H  -1.183843  0.376341  -0.783505
H  0.391364  0.032998  -1.507742
H  0.130945  1.598955  -0.860160
H  -0.115128  0.459769  1.393343
H  1.523030  0.259515  0.593748
H  0.481262  -1.710928  1.567787

Cartesian forces (eV/Å) of the 2 atoms listed first:
0.34 0.32 -0.51
0.37 -0.55 0.16